1.
The following is a quantum chemistry calculation of C30H50AlCl3N4O4Si as an isolated structure in a non-equilibrium geometry, from the OMol25 dataset.

Largest force on an atom ... 1.9 eV/Å
ΔE to the lowest compared entry with this formula, charge and spin ... 2.4 kJ/mol
E_HOMO ... -8.45 eV
Energy ... -98122.05881 eV
E_LUMO ... 0.18 eV

```
93
Properties=species:S:1:pos:R:3:forces:R:3:lowdin_charge:R:1
C -0.413 5.184 2.042 -0.2 -0.2 0.3 -0.045
C 0.312 5.807 0.889 0.8 0.8 0.0 -0.229
H 0.267 5.135 2.911 -0.3 -0.2 -0.2 0.084
H -0.770 4.179 1.778 0.1 0.2 0.2 0.052
H -1.281 5.790 2.366 0.3 -0.2 -0.2 0.094
C 0.997 6.951 1.071 -0.5 -0.5 -0.5 -0.117
C 1.032 7.729 2.349 0.2 0.3 0.1 -0.105
H 1.550 7.401 0.249 -0.3 -0.1 0.2 0.085
H 1.452 7.153 3.186 -0.1 0.1 -0.2 0.075
H 0.037 8.086 2.655 0.2 -0.2 -0.1 0.081
H 1.656 8.617 2.182 -0.1 -0.2 0.3 0.068
Al -1.266 0.046 0.582 -0.6 0.2 0.6 -0.847
Cl -3.019 -1.255 0.275 -0.1 0.1 0.3 0.260
Cl -1.481 2.121 -0.143 -0.1 -0.8 -0.1 0.358
C -1.320 -0.764 -2.258 0.9 0.2 0.9 -0.230
O -0.642 -0.608 -1.189 -0.7 -0.3 -1.7 -0.126
N -0.734 -0.922 -3.444 0.1 -0.2 0.8 -0.144
C 0.687 -1.222 -3.442 0.6 0.3 -0.3 -0.017
C -1.433 -0.857 -4.728 -0.2 0.0 0.1 -0.021
H -2.408 -0.840 -2.240 0.0 0.4 0.1 0.113
H 0.903 -2.208 -3.009 -0.3 0.2 0.0 0.094
H 1.262 -0.472 -2.894 -0.2 -0.1 -0.1 0.061
H 1.015 -1.219 -4.476 0.2 0.0 -0.1 0.091
H -2.501 -1.030 -4.565 0.2 0.0 -0.1 0.097
H -1.023 -1.618 -5.398 -0.2 0.0 0.2 0.091
H -1.296 0.115 -5.229 0.0 -0.2 0.4 0.100
H 0.707 -1.723 4.757 0.4 0.1 0.1 0.106
H 0.859 1.354 3.412 0.1 -0.1 0.0 0.060
C 1.712 -1.527 4.352 -0.1 -0.6 0.2 -0.038
C 1.810 0.823 3.487 0.0 -0.1 -0.2 -0.006
N 1.615 -0.610 3.224 -0.8 -0.6 -1.0 -0.141
H 2.148 -2.485 4.034 -0.1 0.3 0.1 0.098
C 0.920 -1.103 2.196 -0.8 1.4 -0.5 -0.223
O 0.444 -0.397 1.249 0.9 -1.1 0.9 -0.102
H 2.539 1.265 2.802 -0.2 -0.2 0.0 0.095
H 0.717 -2.193 2.221 0.1 0.5 -0.1 0.146
H 2.338 -1.078 5.116 0.0 -0.1 0.0 0.085
H 2.211 0.876 4.497 -0.1 0.3 -0.1 0.084
O 0.999 3.809 -0.212 0.7 -0.4 -0.7 -0.226
C 0.265 5.035 -0.426 -0.2 0.1 0.4 -0.300
C 2.082 6.202 -1.710 -0.3 -0.2 -0.6 -0.075
C 0.744 5.788 -1.654 0.1 0.1 0.3 -0.192
H 2.692 6.141 -0.804 -0.1 -0.2 -0.6 0.118
C 2.606 6.628 -2.932 -0.1 0.1 0.3 -0.082
H -0.805 4.800 -0.568 0.3 -0.3 -0.1 0.116
C -0.109 5.968 -2.751 0.4 -0.1 0.1 -0.042
H 3.669 6.859 -3.001 -0.3 0.1 -0.1 0.107
C 1.779 6.722 -4.052 0.0 -0.2 -0.3 -0.095
C 0.420 6.409 -3.965 -0.1 0.2 0.0 -0.093
H -1.167 5.708 -2.653 0.4 0.0 -0.1 0.123
H 2.195 7.014 -5.020 -0.1 0.0 0.4 0.101
H -0.217 6.478 -4.858 0.3 0.0 0.5 0.107
Si 1.844 2.821 -1.318 -0.1 1.2 -0.3 0.456
Cl -1.700 0.570 2.817 -0.1 -0.2 -0.4 0.122
C 3.608 3.481 -1.530 0.2 0.0 -0.2 -0.167
C 0.908 2.798 -2.967 0.1 -0.1 0.0 -0.139
C 2.110 1.043 -0.807 -0.5 -0.2 0.6 -0.163
H 3.713 4.183 -2.372 0.0 -0.2 0.3 0.017
H 4.282 2.629 -1.717 -0.2 0.2 0.0 0.027
H 3.986 3.980 -0.625 -0.2 -0.1 -0.2 0.035
H 2.761 0.919 0.074 -0.2 0.1 -0.3 0.041
H 2.538 0.432 -1.621 0.0 0.5 0.2 0.037
H 1.129 0.619 -0.573 0.5 0.0 -0.1 -0.026
H 0.989 3.740 -3.523 0.1 -0.2 0.2 0.017
H -0.154 2.615 -2.770 0.1 0.0 0.0 0.017
H 1.268 1.999 -3.631 0.0 0.1 0.2 0.025
C -5.145 -7.338 1.107 -0.1 0.0 0.0 -0.080
C -3.973 -7.741 2.003 0.3 -0.2 -0.1 -0.209
N -2.826 -6.813 1.836 0.1 -0.4 -0.2 -0.068
C -2.194 -6.264 3.062 -0.4 0.4 -0.6 -0.211
C -0.965 -7.035 3.515 -0.1 0.0 0.1 -0.068
C -2.123 -6.981 0.650 -0.1 -0.4 -0.3 -0.403
O -2.310 -7.940 -0.095 0.0 0.7 0.4 0.063
C -1.162 -5.894 0.235 0.0 1.1 0.0 -0.102
C -0.103 -6.103 -0.659 0.1 0.3 0.2 0.001
C 0.761 -5.041 -0.952 -0.4 0.5 0.0 -0.052
C 0.539 -3.784 -0.354 -0.1 -1.3 0.2 -0.140
N -0.490 -3.579 0.475 -0.4 0.3 -0.7 0.068
C -1.383 -4.559 0.648 0.5 -0.6 0.2 -0.094
H -5.283 -6.248 1.131 0.0 -0.3 0.0 0.080
H -6.076 -7.807 1.456 0.3 0.1 -0.1 0.074
H -4.960 -7.667 0.076 -0.1 0.2 0.3 0.072
H -4.271 -7.717 3.059 0.2 0.0 -0.3 0.113
H -3.656 -8.764 1.729 -0.1 0.4 0.3 0.118
H -1.932 -5.218 2.858 0.0 -0.3 0.4 0.091
H -2.973 -6.252 3.838 0.3 0.0 -0.3 0.119
H -0.102 -6.797 2.881 -0.1 -0.1 0.1 0.074
H -0.733 -6.760 4.550 0.1 -0.1 -0.2 0.076
H -1.169 -8.110 3.462 0.2 0.1 0.1 0.083
H 0.016 -7.068 -1.144 0.0 0.0 0.3 0.121
H 1.592 -5.139 -1.652 -0.3 -0.2 0.1 0.101
H 1.221 -2.950 -0.558 -0.3 -0.2 0.3 0.106
H -2.336 -4.323 1.144 0.6 0.2 -0.1 0.115
```
Positions in Å, forces in eV/Å.

2.
The following is a quantum chemistry calculation of one molecule with the formula CH4P2S in a non-equilibrium geometry, from the OMol25 dataset.

Largest force on an atom ... 2.2 eV/Å
ΔE to the lowest compared entry with this formula, charge and spin ... 163.8 kJ/mol
E_HOMO ... -8.59 eV
Energy ... -30512.91825 eV
E_LUMO ... -0.53 eV

```
8
Properties=species:S:1:pos:R:3:forces:R:3:lowdin_charge:R:1
P 1.384 0.153 0.598 0.6 0.0 0.3 0.455
P -0.114 1.572 -0.077 -1.5 -1.3 -0.8 0.483
C -1.481 0.196 -0.454 0.9 1.8 0.7 -1.013
S -2.817 -0.014 0.409 0.2 -0.1 -0.2 0.569
H 0.556 -0.965 0.734 -0.2 -0.3 0.2 -0.169
H 1.759 -0.224 -0.693 0.2 -0.1 -0.3 -0.173
H -0.583 1.848 1.207 -0.2 0.1 0.3 -0.136
H -1.263 -0.382 -1.344 0.1 -0.2 -0.1 -0.016
```
Positions in Å, forces in eV/Å.

3.
The following is a quantum chemistry calculation of a 2-piece molecular cluster, C6H15S overall in a non-equilibrium geometry, from the OMol25 dataset.

⟨S²⟩ ... 0.751
Largest force on an atom ... 1.5 eV/Å
Net charge ... -2
ΔE to the lowest compared entry with this formula, charge and spin ... 0.5 kJ/mol
E_HOMO (spin up / spin down) ... 4.44 / 0.42 eV
Multiplicity ... 2
Energy ... -17296.59594 eV
E_LUMO (spin up / spin down) ... 6.40 / 6.33 eV

```
22
Properties=species:S:1:pos:R:3:forces:R:3:lowdin_spin:R:1
C -2.533 1.458 2.229 0.1 0.3 0.2 0.025
C -1.714 0.175 2.050 -0.2 0.3 -0.3 0.023
S -0.123 0.535 1.251 -0.2 0.5 1.0 0.233
H -2.647 1.956 1.253 0.1 -0.1 0.3 0.002
H -2.008 2.135 2.913 0.1 0.1 -0.2 0.007
H -3.532 1.321 2.662 -0.2 -0.3 0.0 0.006
H -2.323 -0.460 1.393 0.1 -0.3 0.1 0.001
H -1.588 -0.348 3.013 -0.1 0.2 -0.2 0.004
C 2.358 -1.460 -0.026 -0.3 -0.4 0.8 0.181
C 1.185 -1.180 -0.949 -0.3 -1.4 -0.3 0.038
C 1.288 0.124 -1.693 -0.2 0.0 -0.3 0.101
C -0.061 0.596 -2.241 0.2 -0.5 -0.8 0.074
H 3.329 -1.674 -0.489 -0.1 0.4 -0.2 0.092
H 2.167 -2.304 0.662 -0.1 0.0 -0.4 0.028
H 2.407 -0.627 0.671 0.5 0.3 0.0 0.022
H 0.259 -1.143 -0.353 0.5 -0.2 -0.2 0.001
H 1.077 -2.020 -1.664 0.0 0.2 0.0 0.027
H 2.026 -0.003 -2.507 0.0 0.4 0.3 0.075
H 1.605 0.868 -0.958 0.4 0.1 -0.3 0.016
H -0.626 -0.240 -2.685 0.0 -0.1 0.3 0.008
H 0.096 1.257 -3.101 -0.1 0.4 0.3 0.035
H -0.643 1.036 -1.432 0.0 0.1 -0.2 0.002
```
Positions in Å, forces in eV/Å.

4.
The following is a quantum chemistry calculation of one molecule with the formula C2H4Br2 in a non-equilibrium geometry, from the OMol25 dataset.

Largest force on an atom ... 5.4 eV/Å
ΔE to the lowest compared entry with this formula, charge and spin ... 90.6 kJ/mol
E_HOMO ... -10.27 eV
Energy ... -142223.03528 eV
E_LUMO ... 0.13 eV

```
8
Properties=species:S:1:pos:R:3:forces:R:3:lowdin_charge:R:1
C 0.320 0.003 -0.025 -3.9 0.9 2.3 -0.282
C -0.456 -0.266 -1.212 -2.6 0.1 -2.7 -1.064
Br 0.142 -1.913 -2.006 0.1 0.0 -0.4 0.637
Br -0.381 1.404 -2.524 0.2 -1.5 1.0 0.451
H 0.022 0.972 0.374 -0.5 -0.1 0.5 0.084
H 0.267 -0.778 0.719 -0.8 -0.3 0.3 0.088
H 1.289 0.122 -0.087 5.2 0.4 -1.6 0.020
H -1.613 -0.387 -1.189 2.4 0.4 0.6 0.066
```
Positions in Å, forces in eV/Å.

5.
The following is a quantum chemistry calculation of one molecule with the formula C4H5FN2O in a non-equilibrium geometry, from the OMol25 dataset.

⟨S²⟩ ... 2.013
Largest force on an atom ... 4.3 eV/Å
ΔE to the lowest compared entry with this formula, charge and spin ... 139.8 kJ/mol
E_HOMO (spin up / spin down) ... -5.94 / -9.06 eV
Multiplicity ... 3
Energy ... -11967.25648 eV
E_LUMO (spin up / spin down) ... 0.84 / -1.00 eV

```
13
Properties=species:S:1:pos:R:3:forces:R:3:lowdin_spin:R:1
C 1.467 -0.232 0.641 0.6 -0.3 0.9 0.523
C -0.726 1.013 0.697 2.2 -1.1 2.9 0.614
C 0.403 -2.427 0.665 -0.9 0.7 -0.1 0.176
C -1.705 1.604 -1.278 -1.8 1.0 -2.5 0.051
N 0.337 0.441 0.429 -3.2 1.5 -2.4 0.317
N 1.443 -1.610 0.723 2.0 0.8 0.5 0.082
O -1.672 1.632 0.099 -0.4 0.0 1.4 0.136
F 0.890 -3.622 0.991 0.4 -1.0 0.0 0.057
H 2.302 0.376 0.980 0.2 -0.8 0.0 0.031
H -2.526 0.920 -1.639 0.6 1.1 0.3 0.002
H -0.800 1.224 -1.633 1.5 -0.6 -0.8 0.009
H -1.797 2.682 -1.600 -0.3 -1.3 0.0 0.003
H 2.382 -2.000 0.927 -0.7 0.0 -0.1 -0.002
```
Positions in Å, forces in eV/Å.

- largest force on an atom of number 1 (C30H50AlCl3N4O4Si)?
  1.9 eV/Å

- Which of these has the lowest largest force on an atom?
  C6H15S

- ΔE to the lowest compared entry with this formula, charge and spin of number 1 (C30H50AlCl3N4O4Si)?
  2.4 kJ/mol

- Which formula does entry 5 have?
  C4H5FN2O